# 1
DFT (ωB97M-V with the def2-TZVPD basis set) results for C20H50O6P2SeSi2V as an isolated structure at a distorted geometry.

Results
2S+1: 2
<S²>: 0.80
Total charge: +2
Max |F| (eV/A): 3.61
E_LUMO (alpha / beta) (eV): -6.45 / -5.90
ΔE to the lowest compared entry with this formula, charge and spin (kcal/mol): 1.5

Cartesian coordinates (Å):
V 0.20104 0.88220 0.47404
C 1.28064 -2.67143 2.24816
C 2.30058 -2.44735 1.16543
C 3.14643 -3.65421 0.85300
O 1.52263 -2.09990 -0.08041
P 1.73316 -0.81582 -0.89834
O 1.93054 0.42443 0.00770
C 0.16614 -0.68192 -1.84220
P -1.42707 -0.78106 -0.90238
O -1.54320 0.42736 0.05209
O -2.55317 -0.84550 -1.93588
C -3.06422 0.35960 -2.69617
C -4.40737 0.70963 -2.11665
C -3.08044 -0.02534 -4.14962
O -1.43701 -2.05197 -0.05889
C -1.85195 -3.46436 -0.37650
C -3.35518 -3.55568 -0.35988
C -1.20361 -3.92465 -1.65771
O 2.96708 -0.88731 -1.79016
C 3.31178 -1.65563 -3.03401
C 2.89634 -3.09885 -2.91181
C 2.73348 -0.94022 -4.22916
H 1.79841 -2.92502 3.17380
H 0.62138 -3.50009 1.98570
H 0.67727 -1.77971 2.42341
H 2.93243 -1.59069 1.39946
H 2.52927 -4.46995 0.47334
H 3.63393 -3.99041 1.76830
H 3.92549 -3.42503 0.12699
H 0.13726 -1.51562 -2.55084
H 0.18594 0.25627 -2.40685
H -2.35547 1.17329 -2.52122
H -5.10540 -0.11880 -2.24307
H -4.80389 1.58024 -2.63943
H -4.33332 0.95030 -1.05647
H -3.75052 -0.86995 -4.31444
H -2.08587 -0.29142 -4.50975
H -3.43981 0.81907 -4.73776
H -1.43504 -4.00627 0.46797
H -3.79412 -3.06756 -1.22972
H -3.76476 -3.10792 0.54450
H -3.63822 -4.60861 -0.37704
H -1.59678 -3.38203 -2.52142
H -1.43088 -4.98045 -1.80540
H -0.11813 -3.82187 -1.60992
H 4.39440 -1.57323 -3.04622
H 1.81418 -3.20050 -2.79261
H 3.38794 -3.59938 -2.08059
H 3.17702 -3.61422 -3.83031
H 1.66424 -1.13318 -4.34465
H 3.23039 -1.30171 -5.12922
H 2.90339 0.13418 -4.16512
C -0.68843 -0.19548 5.24928
Si 0.12172 1.41535 4.98739
C 1.90824 1.52635 5.31297
C -0.88506 2.90008 5.27749
Se 0.17963 1.51604 2.56410
H -0.90965 -0.35777 6.30947
H -0.04579 -1.00738 4.90762
H -1.62929 -0.23034 4.69925
H 2.10502 1.51644 6.39018
H 2.31323 2.45351 4.90520
H 2.43309 0.68458 4.86079
H -1.04138 3.04596 6.35171
H -1.86205 2.80012 4.80264
H -0.38991 3.78840 4.88285
C 1.72250 4.62656 1.07730
Si 0.17371 4.38070 0.10144
C 0.18374 5.44498 -1.40916
C -1.36550 4.64457 1.08649
C 0.15123 2.60776 -0.61132
H 1.86630 5.68307 1.31826
H 2.59419 4.30173 0.50226
H 1.70588 4.06616 2.01185
H 0.17585 6.50345 -1.13442
H -0.69206 5.26280 -2.03688
H 1.07874 5.26941 -2.01099
H -1.47238 5.69801 1.35882
H -1.36174 4.05787 2.00533
H -2.25145 4.36698 0.50841
H 1.01808 2.49208 -1.27518
H -0.76384 2.49624 -1.20521

Results of the Löwdin charge analysis, in e, for atoms 1 through 8:
1 V 0.433
2 C -0.022
3 C -0.363
4 C -0.024
5 O -0.182
6 P 0.481
7 O -0.328
8 C -0.181

# 2
DFT (ωB97M-V with the def2-TZVPD basis set) results for a 8-piece molecular cluster, C16H48O8 overall at a distorted geometry.

Results
Structure (SMILES): CC(C)O.CC(C)O.CC(C)O.CC(C)O.CO.CO.CO.CO
Total charge: 0
Max |F| (eV/A): 12.07
E_LUMO (eV): 0.34
ΔE to the lowest compared entry with this formula, charge and spin (kcal/mol): 165.2

Cartesian coordinates (Å):
C -5.50400 -27.61200 6.70200
O -5.56500 -26.27400 6.35000
H -4.62000 -27.99800 6.21200
H -6.41900 -28.16500 6.49300
H -5.33200 -27.62600 7.83000
H -4.65800 -25.93400 6.38500
C -8.09300 -26.51800 4.37500
O -7.23500 -25.45000 4.34500
H -9.02300 -26.30200 4.95300
H -7.57900 -27.33600 4.86800
H -8.45900 -26.67300 3.32800
H -6.62000 -25.73900 5.08200
C -13.01300 -23.04200 6.80900
O -11.62200 -23.18600 7.02000
H -13.45900 -22.29800 7.43200
H -13.52100 -23.99700 7.07100
H -13.19500 -22.74900 5.79400
H -11.40000 -22.74100 7.84600
C -9.11100 -25.01500 7.28000
O -10.15900 -25.73600 7.83300
H -8.19000 -25.63600 7.12400
H -8.81300 -24.14600 7.95900
H -9.41100 -24.54900 6.36200
H -10.99500 -25.30300 7.62200
C -10.46300 -24.67600 2.90700
C -11.68600 -24.63600 3.79100
C -12.88200 -25.29700 3.14500
O -11.55100 -25.15200 4.91700
H -10.61800 -24.06300 2.00800
H -10.17700 -25.68500 2.58400
H -9.67200 -24.25100 3.49200
H -11.95500 -23.62000 4.01300
H -12.53400 -26.25000 2.75900
H -13.23900 -24.69200 2.22900
H -13.75200 -25.29900 3.79900
H -11.53200 -24.49000 5.62500
C -6.49700 -25.89900 10.35500
C -6.02200 -24.66700 9.57300
C -6.74900 -23.39100 10.12800
O -4.83600 -24.40600 9.83000
H -6.26300 -25.83900 11.37900
H -6.02600 -26.83300 9.90900
H -7.58800 -26.00600 10.28700
H -6.28100 -24.69600 8.53100
H -6.63100 -22.54900 9.37500
H -6.45500 -23.04500 11.11000
H -7.80500 -23.50700 10.24000
H -4.80200 -24.28400 10.79800
C -13.15500 -22.43600 10.73200
C -11.66100 -22.34900 10.46000
C -11.03800 -23.73300 10.61200
O -11.45100 -21.91900 9.33100
H -13.67900 -22.77400 9.86600
H -13.53700 -21.49800 10.92200
H -13.34700 -23.20300 11.56100
H -11.16900 -21.65400 11.07500
H -10.01200 -23.74700 10.29900
H -11.54100 -24.45200 10.01300
H -11.01000 -24.00000 11.68000
H -12.02200 -21.14800 9.26200
C -5.09800 -22.46500 4.71100
C -5.54400 -22.23500 6.09000
C -7.07100 -22.39100 6.22000
O -5.01200 -22.96800 6.96500
H -5.42100 -23.42300 4.29000
H -4.01800 -22.44800 4.70400
H -5.51300 -21.69700 4.10400
H -5.21500 -21.28200 6.40100
H -7.36900 -23.36300 5.97200
H -7.55900 -21.67400 5.60200
H -7.51400 -22.12900 7.14700
H -5.46500 -22.82600 7.78800

Results of the Löwdin charge analysis, in e, for atoms 1 through 8:
1 C -0.142
2 O -0.142
3 H 0.085
4 H 0.082
5 H 0.091
6 H 0.116
7 C -0.208
8 O -0.145

# 3
DFT (ωB97M-V with the def2-TZVPD basis set) results for a 7-piece molecular cluster, H14O7 overall at a distorted geometry.

Results
Structure (SMILES): O.O.O.O.O.O.O
Total charge: 0
Max |F| (eV/A): 2.78
E_LUMO (eV): 0.15
ΔE to the lowest compared entry with this formula, charge and spin (kcal/mol): 71.8

Cartesian coordinates (Å):
H -0.02291 -0.62577 -0.83191
H -0.13344 0.51423 0.16720
H -3.61790 -1.21791 -1.31014
H -2.30394 -1.97756 -1.39074
H -2.24396 2.25106 0.21705
H -2.29449 2.65841 1.68046
H 1.89552 -0.79808 2.44280
H 1.50207 0.30360 1.47247
H 4.30852 -1.69344 -1.05624
H 4.85030 -0.28520 -0.87355
H -1.22525 -2.83948 0.29773
H -1.34206 -1.43192 0.85913
H -0.41859 2.24215 -0.88627
H 0.83534 1.98316 -1.70520
O -0.18608 0.32251 -0.77591
O -2.67829 -1.13415 -1.11236
O -1.68327 2.37509 0.99116
O 1.67081 0.13852 2.40695
O 4.03984 -0.80242 -0.80548
O -1.48841 -2.35639 1.08916
O 0.53620 2.37360 -0.87630

Results of the Löwdin charge analysis, in e, for atoms 1 through 8:
1 H 0.048
2 H 0.028
3 H 0.050
4 H 0.034
5 H 0.043
6 H 0.049
7 H 0.037
8 H 0.012

# 4
DFT (ωB97M-V with the def2-TZVPD basis set) results for one molecule with the formula C5H8N2.

Results
Total charge: 0
Max |F| (eV/A): 0.87
E_LUMO (eV): 0.59
ΔE to the lowest compared entry with this formula, charge and spin (kcal/mol): 69.0

Cartesian coordinates (Å):
C -0.63639 1.69123 1.36286
C -0.46884 0.80217 0.17487
C 0.86528 0.57710 -0.41751
C 0.79774 -0.77662 -0.80504
N 1.80381 -1.43729 -1.53663
C -0.40476 -1.36270 -0.40650
N -1.17706 -0.45428 0.21289
H -0.18390 1.23027 2.23136
H -0.12152 2.63331 1.17609
H -1.68710 1.87716 1.57836
H -0.70891 1.35799 -0.75263
H 2.07279 -2.31668 -1.13048
H 2.62400 -0.84611 -1.58724
H -0.76405 -2.38017 -0.54033
H -2.11729 -0.61459 0.54439

Results of the Löwdin charge analysis, in e, for atoms 1 through 8:
1 C -0.058
2 C -0.475
3 C 0.058
4 C -0.395
5 N 0.047
6 C -0.027
7 N 0.048
8 H 0.078

It is found that the molar mass values, taken in the order of the records, are 634.64 368.55 126.10 96.13 Da.